Record 1
{"formula": "C18H48BF4N2O14PZn2", "method": "ωB97M-V with the def2-TZVPD basis set", "relative_energy_kj_mol": 1628.66, "total_energy_ha": -6201.38385, "multiplicity": 1, "orbital_gap_ev": 2.4, "lumo_energy_ev": -6.3, "elements": ["Zn", "Zn", "B", "F", "F", "F", "F", "P", "O", "O", "O", "O", "C", "O", "C", "C", "N", "C", "C", "O", "C", "H", "H", "H", "H", "H", "H", "H", "H", "H", "H", "H", "H", "H", "H", "H", "C", "O", "C", "C", "N", "C", "C", "O", "C", "H", "H", "H", "H", "H", "H", "H", "H", "H", "H", "H", "H", "H", "H", "H", "C", "C", "O", "O", "H", "H", "H", "H", "H", "H", "C", "C", "O", "O", "H", "H", "H", "H", "H", "H", "C", "C", "O", "O", "H", "H", "H", "H", "H", "H"], "xyz": [[1.662, -1.093, 3.392], [-2.337, -1.895, -1.562], [-0.440, -5.066, -3.602], [-0.821, -5.792, -4.698], [-0.313, -3.694, -3.940], [-1.306, -5.204, -2.563], [0.697, -5.635, -3.093], [0.122, 0.821, 0.640], [1.572, 0.489, 0.791], [-0.698, 0.833, -0.684], [-0.311, 1.074, 2.118], [-0.155, -0.715, 0.825], [7.807, -6.090, 3.811], [6.479, -5.591, 3.390], [6.652, -4.450, 2.530], [5.304, -3.777, 2.522], [4.882, -3.360, 3.914], [5.895, -2.579, 4.653], [5.263, -1.886, 5.823], [4.205, -1.128, 5.382], [3.668, -0.299, 6.422], [8.200, -5.441, 4.594], [8.477, -6.143, 2.953], [7.677, -7.123, 4.133], [6.782, -4.779, 1.500], [7.461, -3.789, 2.840], [4.569, -4.434, 2.058], [5.315, -2.870, 1.918], [4.975, -4.287, 4.302], [6.244, -1.859, 3.912], [6.793, -3.101, 4.981], [6.042, -1.257, 6.255], [4.902, -2.611, 6.553], [3.461, -0.887, 7.316], [2.681, 0.061, 6.132], [4.305, 0.542, 6.697], [-5.660, -2.372, 0.191], [-5.533, -1.600, -1.045], [-6.722, -0.815, -1.394], [-6.501, -0.249, -2.734], [-5.748, -1.183, -3.623], [-5.385, -0.523, -4.871], [-6.469, -0.127, -5.997], [-6.843, 1.201, -5.639], [-7.933, 1.758, -6.368], [-6.140, -1.797, 0.983], [-4.760, -2.835, 0.597], [-6.331, -3.199, -0.042], [-7.017, -0.081, -0.644], [-7.589, -1.461, -1.535], [-6.054, 0.741, -2.650], [-7.507, -0.047, -3.103], [-6.474, -1.856, -3.824], [-4.706, -1.081, -5.515], [-4.838, 0.396, -4.661], [-7.248, -0.870, -6.168], [-5.832, -0.169, -6.881], [-8.014, 2.811, -6.095], [-8.916, 1.306, -6.241], [-7.816, 1.791, -7.451], [6.303, 2.885, -1.786], [6.218, 1.593, -2.623], [4.965, 0.974, -2.701], [6.234, 2.576, -0.407], [5.502, 3.541, -2.125], [7.187, 3.471, -2.037], [6.962, 0.929, -2.183], [6.519, 1.851, -3.638], [4.542, 1.033, -1.841], [5.518, 1.951, -0.273], [-3.381, 4.969, 4.958], [-3.815, 3.926, 6.052], [-3.741, 2.646, 5.511], [-1.979, 4.981, 4.788], [-3.690, 5.944, 5.334], [-3.952, 4.708, 4.067], [-4.856, 4.125, 6.308], [-3.140, 4.026, 6.903], [-2.961, 2.657, 4.952], [-1.819, 4.084, 4.486], [-1.309, 5.625, -4.190], [0.131, 5.242, -4.420], [0.115, 3.854, -4.876], [-1.879, 5.072, -3.026], [-1.917, 5.357, -5.054], [-1.404, 6.698, -4.026], [0.630, 5.262, -3.451], [0.688, 5.733, -5.219], [0.058, 3.318, -4.082], [-1.410, 4.243, -2.907]], "mulliken_charge": [0.738, 1.106, 0.599, -0.373, -0.429, -0.394, -0.387, 0.811, -0.359, -0.575, -0.484, -0.278, -0.683, -0.371, -0.394, -0.894, -0.282, -0.569, -0.662, -0.243, -0.769, 0.264, 0.309, 0.252, 0.388, 0.386, 0.366, 0.392, 0.330, 0.380, 0.224, 0.375, 0.360, 0.348, 0.177, 0.292, -0.785, -0.209, -0.829, -0.453, -0.218, -0.899, -0.516, -0.246, -0.849, 0.295, 0.235, 0.316, 0.414, 0.356, 0.413, 0.279, 0.271, 0.395, 0.395, 0.355, 0.406, 0.262, 0.325, 0.327, -0.420, -0.388, -0.438, -0.482, 0.257, 0.340, 0.264, 0.310, 0.265, 0.292, -0.569, -0.253, -0.453, -0.456, 0.342, 0.312, 0.299, 0.241, 0.240, 0.298, -0.121, -0.617, -0.504, -0.462, 0.220, 0.284, 0.335, 0.312, 0.302, 0.252]}

=====

Record 2
{"formula": "C18H48BF4N2O7", "method": "ωB97M-V with the def2-TZVPD basis set", "relative_energy_kj_mol": 20.91, "total_energy_ha": -1775.08633, "multiplicity": 1, "charge": -1, "orbital_gap_ev": 9.8, "lumo_energy_ev": 2.6, "elements": ["B", "F", "F", "F", "F", "C", "C", "N", "H", "H", "H", "C", "C", "N", "H", "H", "H", "C", "C", "O", "H", "H", "H", "H", "H", "H", "C", "C", "O", "H", "H", "H", "H", "H", "H", "C", "C", "O", "H", "H", "H", "H", "H", "H", "C", "C", "O", "H", "H", "H", "H", "H", "H", "C", "C", "O", "H", "H", "H", "H", "H", "H", "C", "C", "O", "H", "H", "H", "H", "H", "H", "C", "C", "O", "H", "H", "H", "H", "H", "H"], "xyz": [[0.436, -0.262, -0.092], [-0.162, -0.179, -1.332], [0.003, 0.719, 0.661], [0.141, -1.526, 0.438], [1.843, -0.157, -0.269], [1.909, -2.952, -1.527], [3.285, -2.392, -1.926], [4.282, -2.097, -2.400], [1.791, -3.880, -2.021], [1.900, -3.117, -0.452], [0.991, -2.271, -1.794], [-1.162, -0.334, 3.457], [-2.245, -1.332, 3.987], [-3.016, -2.131, 4.394], [-0.228, -0.772, 3.326], [-1.357, 0.170, 2.498], [-1.134, 0.287, 4.272], [3.666, -2.526, 2.253], [2.567, -2.509, 3.241], [2.901, -3.392, 4.400], [4.142, -3.509, 2.027], [4.461, -2.016, 2.778], [3.370, -1.988, 1.308], [1.590, -2.669, 2.698], [2.483, -1.444, 3.689], [2.617, -2.841, 5.013], [-2.390, -3.725, -4.159], [-1.330, -2.736, -3.663], [-1.962, -1.574, -2.870], [-2.960, -4.032, -3.197], [-2.054, -4.557, -4.634], [-3.109, -3.214, -4.842], [-0.661, -2.304, -4.425], [-0.545, -2.997, -2.838], [-1.373, -1.187, -2.133], [4.163, 2.513, 3.420], [3.424, 1.641, 2.529], [1.966, 1.511, 2.895], [3.576, 3.481, 3.265], [5.243, 2.595, 3.108], [4.036, 2.160, 4.526], [3.661, 0.483, 2.644], [3.578, 1.734, 1.388], [1.474, 1.111, 2.280], [-4.572, -2.660, -0.182], [-3.332, -2.118, 0.550], [-2.312, -3.077, 0.306], [-4.546, -2.776, -1.268], [-5.437, -1.911, 0.059], [-5.002, -3.616, 0.462], [-3.626, -2.072, 1.579], [-2.958, -1.087, 0.334], [-1.715, -2.747, 0.704], [1.693, 1.989, -5.434], [0.766, 1.829, -4.277], [0.463, 0.498, -4.027], [1.543, 2.914, -5.935], [1.454, 1.232, -6.225], [2.740, 1.936, -5.022], [0.088, 2.331, -4.391], [1.338, 2.276, -3.437], [0.313, 0.386, -3.150], [-0.771, 3.401, 2.604], [0.036, 4.431, 1.641], [-0.832, 5.128, 0.752], [-1.708, 4.015, 2.817], [-0.167, 3.129, 3.548], [-0.912, 2.382, 1.950], [0.816, 3.924, 1.063], [0.453, 5.316, 2.211], [-0.816, 4.475, -0.047], [-3.359, 2.961, -0.528], [-2.379, 2.644, -1.618], [-0.949, 2.888, -1.103], [-3.329, 3.944, -0.448], [-3.100, 2.414, 0.283], [-4.397, 2.859, -0.847], [-2.278, 3.282, -2.415], [-2.323, 1.542, -1.932], [-0.696, 2.155, -0.494]], "mulliken_charge": [0.250, 0.581, 0.305, -0.482, -0.393, -0.071, 0.202, -0.542, 0.544, 0.078, -0.368, 0.103, 0.072, -0.517, -0.006, -0.172, 0.496, -1.111, 0.535, -0.537, 0.343, 0.347, 0.145, 0.018, -0.060, 0.337, -1.140, 0.401, -0.689, 0.165, 0.455, 0.258, 0.204, -0.145, 0.073, -0.992, 0.348, -0.508, 0.226, 0.344, 0.217, -0.189, 0.260, 0.091, -1.264, 0.553, -0.449, 0.314, 0.330, 0.250, 0.201, -0.188, 0.198, -1.196, -0.553, -0.504, 0.381, 0.265, 0.247, 0.832, 0.168, 0.135, -0.285, -0.434, -0.624, 0.384, 0.276, -0.382, 0.253, 0.302, 0.434, -1.472, 0.105, -0.494, 0.520, 0.265, 0.391, 0.440, -0.004, 0.129]}